This record from OMol25 describes a molecular structure, C10H13N4O8V. The level of theory is ωB97M-V/def2-TZVPD.

The spin multiplicity is 3. The calculation puts the frontier orbital gap (alpha / beta) at 8.848 / 9.206 eV. The expectation value of S² is 2.0092. Its net charge is 0. The value obtained for the molecular weight is 368.178 Da. For the total energy, the calculation gives -58613.7599 eV. Its largest force on an atom is 0.0046 Eh/bohr.

```
36
Properties=species:S:1:pos:R:3:forces:R:3
V 0.543 -0.106 -0.549 -0.2 0.2 -0.1
N 2.638 0.229 -0.775 0.1 0.0 -0.1
C 3.499 0.183 0.423 0.0 0.0 0.0
C 3.427 -1.171 1.115 0.0 0.0 0.0
C 2.103 -1.470 1.803 0.0 0.0 0.0
N 1.014 -1.702 0.829 0.0 -0.1 0.1
H 2.965 -0.429 -1.479 0.0 0.0 0.0
H 2.684 1.146 -1.213 0.0 0.0 0.0
H 3.149 0.964 1.100 0.0 0.0 0.0
H 4.535 0.403 0.156 0.0 0.0 0.0
H 4.210 -1.201 1.874 0.0 0.0 0.0
H 3.665 -1.969 0.401 0.0 0.0 0.0
H 1.807 -0.620 2.419 0.0 0.0 0.0
H 2.218 -2.339 2.454 0.0 0.0 0.0
H 0.158 -1.932 1.326 0.0 0.0 0.0
H 1.214 -2.500 0.230 0.0 0.0 0.0
O -0.406 -2.183 -3.784 0.0 0.0 0.0
C -0.041 -1.379 -2.969 0.0 -0.1 0.1
O 0.419 -1.653 -1.765 -0.1 0.0 -0.1
C -0.099 0.165 -3.233 0.0 0.1 0.0
O -0.509 0.635 -4.256 0.0 0.0 0.0
O 0.349 0.843 -2.190 0.0 0.0 -0.1
O -5.093 2.146 1.797 0.0 0.0 0.0
C -3.949 2.482 1.152 0.0 0.0 0.0
O -3.597 3.615 1.068 0.0 0.0 0.0
C -3.227 1.338 0.520 0.0 0.0 0.0
C -3.737 0.449 -0.407 0.0 0.0 0.0
N -2.723 -0.340 -0.802 0.0 0.0 0.0
N -1.590 -0.019 -0.178 0.1 0.0 0.0
C -1.866 1.003 0.619 0.0 0.0 0.0
C -0.711 1.551 1.421 0.0 0.0 0.0
O -0.892 2.258 2.376 0.0 0.0 0.0
O 0.446 1.124 0.968 0.0 0.0 0.1
H -5.157 1.188 1.880 0.0 0.0 0.0
H -4.724 0.351 -0.827 0.0 0.0 0.0
H -2.723 -1.062 -1.507 0.0 0.0 0.0
```
Forces are in eV/Å.